Density functional theory data (ωB97M-V/def2-TZVPD) for 11 unconnected molecules or ions with the total composition C29H52N6O7S2 at a distorted geometry.

Output
Calculated total energy, hartree: -2787.70325
E_LUMO, eV: -0.109
Structure (SMILES): O=S1(=O)CCCC1.O=S1(=O)CCCC1.CC(C)=O.CC(C)=O.CC(C)=O.CC#N.CC#N.CC#N.CC#N.CC#N.CC#N

Geometry as ORCA input:
```
! wB97M-V def2-TZVPD RIJCOSX def2/J DEFGRID3
* xyz 0 1
O -4.4143 15.6714 31.8745
S -4.4175 16.2537 30.5526
O -4.2434 17.6751 30.4319
C -3.2069 15.4055 29.4479
C -4.0623 14.4803 28.6045
C -5.4281 15.1465 28.3490
C -5.9075 15.6886 29.6789
H -2.4232 14.9900 30.0771
H -2.7557 16.2200 28.8781
H -3.5942 14.2204 27.6529
H -4.2840 13.5462 29.1174
H -6.0734 14.4619 27.8081
H -5.2978 16.0344 27.7190
H -6.4708 15.0386 30.3515
H -6.5539 16.5709 29.6894
O -1.7016 13.6806 24.7066
S -0.6218 14.1771 23.8601
O -0.7280 15.4307 23.1299
C 0.8929 14.2891 24.8595
C 1.9039 13.3197 24.2772
C 1.1294 12.1751 23.6315
C -0.0054 12.7758 22.8038
H 0.6944 14.0177 25.8967
H 1.1862 15.3362 24.8736
H 2.5385 13.8285 23.5467
H 2.5628 12.9402 25.0578
H 0.7236 11.5895 24.4622
H 1.7088 11.5186 22.9862
H -0.7480 12.0142 22.5848
H 0.4297 13.1177 21.8643
C -7.9260 9.5040 23.1558
C -9.1840 9.0239 22.5305
C -9.3564 9.1523 21.0295
O -10.0316 8.4533 23.1869
H -7.7145 10.5348 22.8617
H -7.0428 8.9711 22.7892
H -7.9798 9.4331 24.2331
H -9.4362 8.1812 20.5461
H -8.4558 9.6468 20.6515
H -10.2230 9.7608 20.7821
C -7.9881 10.5155 30.8105
C -7.5306 11.6871 29.9747
C -6.4660 11.5018 28.9188
O -7.9953 12.7894 30.1876
H -8.2230 10.8943 31.7992
H -7.1900 9.7678 30.7766
H -8.8622 10.0404 30.3627
H -6.3624 10.4984 28.5023
H -5.4784 11.7726 29.2862
H -6.6905 12.1160 28.0463
C -10.8841 10.2718 25.8317
C -10.0014 9.7807 26.9903
C -9.0878 8.6104 26.7454
O -9.9957 10.3813 28.0409
H -11.4377 9.4447 25.3985
H -10.2210 10.8231 25.1594
H -11.5718 11.0450 26.1743
H -8.8315 8.1320 27.6950
H -8.1361 8.8843 26.2978
H -9.6140 7.8421 26.1755
C -0.9585 11.8530 27.0367
C -2.1904 11.4618 27.6747
N -3.1842 11.2057 28.1936
H -1.1868 11.9270 25.9764
H -0.2070 11.0999 27.2806
H -0.6533 12.7966 27.4884
C -7.3944 13.3886 22.8372
C -8.7662 12.9147 22.6402
N -9.8442 12.5858 22.4462
H -6.9820 13.6665 21.8680
H -6.7405 12.6218 23.2436
H -7.4440 14.2282 23.5224
C -2.7448 8.2398 25.5249
C -2.0291 8.9465 24.4840
N -1.5361 9.4675 23.5896
H -3.0623 8.9220 26.3148
H -2.1790 7.3998 25.9254
H -3.6553 7.7903 25.1233
C -4.2239 12.0004 24.7643
C -5.2620 11.1303 25.3181
N -6.0077 10.3569 25.7265
H -4.0561 12.7613 25.5223
H -4.5447 12.4110 23.8123
H -3.3571 11.3650 24.5976
C -1.9429 10.9250 19.3603
C -2.5429 11.6621 20.4795
N -2.9877 12.2161 21.3811
H -2.6567 10.1533 19.0715
H -1.0433 10.4271 19.7124
H -1.7965 11.6223 18.5407
C -3.3347 16.5570 25.2308
C -4.4564 15.7028 24.8818
N -5.3914 15.0841 24.6308
H -3.6781 17.5468 25.5305
H -2.5832 16.6196 24.4469
H -2.8148 16.1864 26.1177
*
```

---

Density functional theory data (ωB97M-V/def2-TZVPD) for 2 unconnected molecules or ions with the total composition C29H54BF2N3O8PS2 at a distorted geometry.

Output
Calculated total energy, hartree: -3265.49662
E_LUMO, eV: -5.933

Geometry as ORCA input:
```
! wB97M-V def2-TZVPD RIJCOSX def2/J DEFGRID3
* xyz 1 1
C -0.3591 2.2923 -3.2797
C 0.7577 1.6531 -2.3066
B 0.6912 0.0699 -2.5708
O 0.3813 -0.2968 -3.9041
C 0.8945 -1.0670 -1.3733
S 2.6159 -0.8799 -0.7750
O 3.3398 0.0898 -1.5865
O 2.7334 -0.4924 0.6046
F 3.4623 -2.2738 -0.8986
C 0.7685 -2.4909 -2.0782
F 0.9119 -3.6235 -1.2062
C 1.7187 -2.9433 -3.2003
C 1.6255 -4.3533 -3.6226
C 2.4685 -4.9531 -4.6208
N 3.4402 -4.2355 -5.2454
C 3.5289 -2.9484 -4.8760
C 2.7644 -2.2102 -3.8899
N -0.7249 -2.5755 -2.2807
P -1.6752 -3.4488 -3.5107
N -1.9333 -4.9449 -3.1869
O -3.0956 -2.5971 -3.6822
O -0.9330 -3.2152 -4.9581
C -1.2919 -1.8794 -1.3455
C -0.3311 -1.0690 -0.3335
C -1.2564 0.1859 -0.1095
C -0.8983 1.2688 0.9647
C 0.5707 1.4929 1.4022
C 0.7172 2.7838 2.3243
C 0.3552 4.1383 1.6068
C 0.9159 4.2993 0.1408
C 1.1964 5.8193 -0.1864
C 1.7549 6.0736 -1.6329
C 0.8917 5.3934 -2.7693
C 0.7873 6.2253 -4.1044
O 0.9561 5.3033 -5.2096
C -0.2886 4.9119 -5.7782
S -0.2343 -2.1086 1.2118
C -1.4130 -3.5127 0.9710
O -0.6888 -1.4428 2.4237
O 1.0595 -2.7153 1.4643
H -0.7661 3.1827 -2.7282
H -1.2464 1.6099 -3.4018
H 0.1171 2.5648 -4.2457
H 0.4355 1.9465 -1.2812
H 1.7746 2.0594 -2.5221
H -0.5671 -0.4731 -4.0125
H 0.8603 -5.0100 -3.1463
H 2.3689 -6.0294 -4.8715
H 4.3301 -2.3622 -5.3916
H 2.9276 -1.1477 -3.6231
H -1.4675 -5.1711 -2.2983
H -3.6464 -2.6970 -2.8846
H -1.3716 -2.4851 -5.4455
H -2.4062 -1.8483 -1.3117
H -2.2349 -0.2682 0.2403
H -1.5822 0.7181 -1.0512
H -1.3086 2.2575 0.6073
H -1.4908 1.0521 1.8966
H 1.3416 1.5935 0.6036
H 0.9082 0.6365 2.0511
H 1.7155 2.8520 2.8141
H -0.0489 2.6326 3.1398
H -0.7654 4.2031 1.5463
H 0.6686 5.0199 2.2301
H 1.8054 3.6432 -0.0346
H 0.0799 3.9941 -0.5538
H 0.2051 6.3523 -0.1271
H 1.9091 6.2314 0.5772
H 2.7880 5.6341 -1.7053
H 1.7589 7.1772 -1.8520
H 1.3766 4.4184 -3.0224
H -0.1502 5.2745 -2.3668
H 1.5749 7.0146 -4.1925
H -0.2332 6.6779 -4.1801
H -0.5402 5.4645 -6.7269
H -1.1582 4.9737 -5.0724
H -0.2176 3.8265 -6.0787
H -2.4649 -3.1508 0.8117
H -1.4099 -4.0271 1.9716
H -1.0674 -4.2359 0.1985
C -3.5275 -1.8599 7.8339
C -2.5971 -3.0659 7.8907
C -1.1179 -2.6889 7.9735
C -0.5738 -1.9062 6.7765
C -0.7264 -2.5937 5.4200
C 0.0289 -3.9142 5.3210
H -3.3629 -1.2652 6.9326
H -4.5695 -2.1872 7.8268
H -3.3839 -1.2147 8.7037
H -2.7794 -3.7111 7.0258
H -2.8512 -3.6586 8.7743
H -0.5306 -3.6029 8.1081
H -0.9545 -2.0935 8.8779
H 0.4880 -1.7027 6.9521
H -1.0616 -0.9273 6.7299
H -0.3473 -1.9207 4.6488
H -1.7849 -2.7577 5.1912
H 1.0938 -3.7704 5.5172
H -0.0734 -4.3345 4.3164
H -0.3549 -4.6530 6.0274
*
```

---

Density functional theory data (ωB97M-V/def2-TZVPD) for 5 unconnected molecules or ions with the total composition C29H54BF4NO15 at a distorted geometry.

Output
Calculated total energy, hartree: -2745.10466
E_LUMO, eV: -0.356
Structure (SMILES): CCOCCCCCB(N(C(C)=O)C(C)=O)C(F)(F)C(F)F.CCOC(=O)OC.CCOC(=O)OC.CCOC(=O)OC.CCOC(=O)OC

Geometry as ORCA input:
```
! wB97M-V def2-TZVPD RIJCOSX def2/J DEFGRID3
* xyz 0 1
C 8.4910 -2.1200 1.8273
C 7.9884 -1.4530 0.5420
O 7.0161 -2.2657 -0.0557
C 6.6462 -1.8220 -1.3504
C 5.8427 -0.5154 -1.2658
C 4.8336 -0.3140 -2.4101
C 3.7147 0.6450 -1.9100
C 2.4788 -0.1589 -1.4285
B 2.0294 0.0890 0.0379
N 1.0036 -0.7814 0.7155
C 1.5050 -2.1095 1.0212
C 1.3738 -2.5666 2.4536
O 1.9706 -2.8356 0.2305
C -0.1643 -0.7788 -0.1233
C -0.5367 -1.9206 -1.0436
O -0.8261 0.1944 -0.1105
C 2.5739 1.3193 0.9514
F 3.8234 1.1177 1.3879
F 2.4956 2.4579 0.2290
C 1.6491 1.5329 2.1557
F 1.9493 0.6380 3.0834
F 1.8615 2.7387 2.6937
H 9.5222 -2.4424 1.7255
H 7.8336 -2.9167 2.1562
H 8.4900 -1.3774 2.6213
H 7.6002 -0.4746 0.8357
H 8.8425 -1.2464 -0.1118
H 6.0323 -2.6103 -1.7773
H 7.5163 -1.7152 -2.0048
H 5.2708 -0.5745 -0.3416
H 6.5414 0.3151 -1.2278
H 4.4308 -1.2497 -2.7891
H 5.3568 0.1935 -3.2191
H 3.4842 1.3044 -2.7424
H 4.1752 1.2542 -1.1393
H 1.6334 0.1542 -2.0554
H 2.6406 -1.2097 -1.6608
H 1.1340 -3.6235 2.4001
H 0.5634 -2.0750 2.9808
H 2.3198 -2.4947 2.9790
H -1.5828 -1.8027 -1.2917
H -0.3412 -2.8801 -0.5819
H 0.0362 -1.7899 -1.9552
H 0.6011 1.4957 1.8867
C -1.8983 3.1702 0.8259
C -1.6388 3.7936 -0.5277
O -2.8185 3.7717 -1.3463
C -3.7045 4.7363 -1.1039
O -3.6019 5.6148 -0.2873
O -4.7457 4.5537 -1.9270
C -5.8106 5.4862 -1.7435
H -2.3148 2.1701 0.7099
H -0.9736 3.1053 1.3985
H -2.6155 3.7584 1.3992
H -0.8899 3.2137 -1.0654
H -1.2588 4.8107 -0.4346
H -5.4500 6.5118 -1.7878
H -6.3099 5.3027 -0.7921
H -6.5208 5.3320 -2.5485
C 15.3980 -4.7150 -0.4111
C 14.4773 -3.5878 -0.8286
O 13.3323 -4.0849 -1.5347
C 12.3508 -4.5666 -0.7691
O 12.3409 -4.6033 0.4353
O 11.3790 -5.0062 -1.5722
C 10.2748 -5.6010 -0.8870
H 15.6647 -5.3283 -1.2729
H 16.3094 -4.3187 0.0367
H 14.9123 -5.3670 0.3149
H 14.9917 -2.9246 -1.5225
H 14.1661 -2.9881 0.0265
H 9.8837 -4.9345 -0.1207
H 10.5743 -6.5512 -0.4464
H 9.4961 -5.7853 -1.6222
C -6.8029 1.8496 -1.8166
C -7.6855 2.8553 -2.5253
O -8.7539 2.2009 -3.2275
C -9.7994 1.8491 -2.4819
O -9.9240 2.0419 -1.2968
O -10.6814 1.2331 -3.2724
C -11.8448 0.7480 -2.6002
H -6.4525 1.0910 -2.5177
H -5.9409 2.3435 -1.3709
H -7.3541 1.3350 -1.0288
H -7.1083 3.3836 -3.2811
H -8.0818 3.5992 -1.8347
H -12.3240 1.5382 -2.0260
H -11.5841 -0.0877 -1.9515
H -12.5330 0.4018 -3.3665
C -11.9443 1.6296 1.3135
C -10.6340 1.8797 2.0255
O -10.8100 1.9033 3.4519
C -10.8707 0.7114 4.0432
O -10.7783 -0.3611 3.5010
O -11.0585 0.9087 5.3528
C -11.1943 -0.2920 6.1133
H -12.6992 2.3501 1.6345
H -11.8084 1.7121 0.2382
H -12.3299 0.6346 1.5400
H -10.2457 2.8596 1.7543
H -9.8813 1.1435 1.7463
H -10.3611 -0.9680 5.9317
H -12.1376 -0.7827 5.8763
H -11.1963 -0.0057 7.1617
*
```

---

Density functional theory data (ωB97M-V/def2-TZVPD) for 11 unconnected molecules or ions with the total composition C29H54Br12O15 at a distorted geometry.

Output
Calculated total energy, hartree: -33153.75025
E_LUMO (spin up / spin down), eV: -3.452 / -9.142

Geometry as ORCA input:
```
! wB97M-V def2-TZVPD RIJCOSX def2/J DEFGRID3
* xyz 1 2
C -35.3502 -1.7518 -16.3550
C -34.4014 -0.8235 -17.1987
C -32.9706 -0.8601 -16.7640
O -32.2010 -1.2512 -17.8493
C -33.0062 -1.5722 -18.8799
O -32.6016 -2.1650 -19.9069
O -34.2872 -1.4179 -18.5204
H -34.8129 -2.6438 -16.0330
H -36.2493 -2.1209 -16.8485
H -35.5044 -1.3134 -15.3690
H -34.8478 0.1556 -17.3728
H -32.8854 -1.6266 -15.9938
H -32.5254 0.0900 -16.4688
C -26.8204 -2.2352 -15.3838
C -28.3178 -1.9036 -15.9078
C -29.3040 -1.6146 -14.7604
O -30.0715 -0.5295 -15.2253
C -29.5743 -0.0799 -16.3761
O -30.0361 0.8340 -17.0475
O -28.4441 -0.7056 -16.6499
H -26.2903 -3.0068 -15.9422
H -26.8360 -2.5197 -14.3318
H -26.1996 -1.3431 -15.4671
H -28.5945 -2.7048 -16.5931
H -28.6868 -1.3582 -13.8994
H -29.9273 -2.4736 -14.5119
Br -32.1848 -4.3637 -15.2298
C -31.6628 -5.4906 -13.7258
C -30.1386 -5.6905 -13.5766
Br -29.3410 -4.2515 -12.4627
H -32.1741 -6.4124 -14.0034
H -32.1448 -5.1045 -12.8277
H -29.7686 -5.7593 -14.5995
H -29.7882 -6.5670 -13.0314
Br -37.2880 -2.1947 -13.3426
C -36.8088 -4.0540 -13.8124
C -38.0472 -4.8950 -13.6370
Br -37.5843 -6.7146 -13.9795
H -36.1531 -4.3831 -13.0062
H -36.2300 -4.1564 -14.7304
H -38.7554 -4.5219 -14.3769
H -38.5030 -4.8938 -12.6469
Br -36.9838 -5.3805 -17.7269
C -37.7728 -4.2155 -19.1436
C -39.3464 -4.3770 -19.3855
Br -39.8831 -3.0947 -20.7644
H -37.1871 -4.4200 -20.0399
H -37.5986 -3.1563 -18.9539
H -39.8337 -4.2498 -18.4188
H -39.6133 -5.4067 -19.6232
Br -30.5220 1.0181 -20.6578
C -29.5106 -0.6730 -20.2878
C -29.6793 -1.4323 -21.5922
Br -28.5718 -2.9855 -21.3897
H -29.8660 -1.1199 -19.3594
H -28.4950 -0.5437 -19.9136
H -29.3116 -0.9984 -22.5221
H -30.6101 -1.9172 -21.8863
Br -32.9163 5.3388 -20.3275
C -31.7303 4.4954 -18.9963
C -32.5828 3.9880 -17.8429
Br -34.1396 2.8277 -18.3803
H -30.9115 5.1328 -18.6626
H -31.1576 3.7530 -19.5522
H -32.8728 4.8426 -17.2316
H -31.9315 3.3876 -17.2077
Br -32.6772 -1.7062 -11.5750
C -32.5169 0.0488 -12.4841
C -33.8161 0.5069 -13.0367
Br -33.4413 1.8344 -14.5110
H -31.6644 -0.0518 -13.1559
H -32.1155 0.7837 -11.7863
H -34.2806 0.9919 -12.1781
H -34.4092 -0.3530 -13.3481
C -39.1170 -1.0177 -17.0881
O -38.5979 0.2599 -17.1337
C -37.8691 0.8438 -16.1558
O -37.4457 0.3619 -15.1443
O -37.4278 2.0221 -16.6133
C -36.5648 2.9058 -15.9242
H -40.0798 -0.8945 -16.5921
H -38.5598 -1.7166 -16.4643
H -39.2922 -1.3998 -18.0938
H -35.6818 2.3924 -15.5435
H -36.9637 3.4315 -15.0567
H -36.2726 3.6294 -16.6852
C -36.9242 0.5523 -20.2496
O -37.2348 -0.3355 -21.3598
C -38.2815 -0.0175 -22.0989
O -39.0961 0.8516 -21.8188
O -38.1823 -0.5646 -23.2612
C -39.4672 -0.8186 -23.9620
H -35.9585 0.3506 -19.7859
H -37.7189 0.5236 -19.5041
H -36.8576 1.5585 -20.6633
H -40.1715 -1.2493 -23.2503
H -39.1057 -1.5854 -24.6472
H -39.6368 0.1074 -24.5114
C -29.6213 -1.9583 -26.9185
O -30.7675 -1.4190 -26.2556
C -31.2167 -1.9812 -25.0934
O -30.7457 -3.0458 -24.6869
O -32.3397 -1.2776 -24.6395
C -32.9470 -1.5202 -23.3889
H -29.6409 -2.8798 -27.5004
H -28.8710 -2.1977 -26.1650
H -29.1170 -1.0831 -27.3282
H -32.5218 -1.0234 -22.5168
H -33.0719 -2.5735 -23.1379
H -33.9730 -1.1842 -23.5386
*
```

---

Density functional theory data (ωB97M-V/def2-TZVPD) for a molecular structure, C29H54N3OP2Re at a distorted geometry.

Output
Calculated total energy, hartree: -2136.84467
E_LUMO (spin up / spin down), eV: -9.864 / -11.966

Geometry as ORCA input:
```
! wB97M-V def2-TZVPD RIJCOSX def2/J DEFGRID3
* xyz 3 4
C 2.3934 -1.2010 -0.6297
C 1.9678 0.9475 -1.5723
C 3.3946 -1.4587 -1.5797
C 2.8233 0.6247 -2.6518
C 3.5561 -0.5537 -2.6405
H 4.0058 -2.3682 -1.4760
H 2.8936 1.3630 -3.4499
H 4.2808 -0.7779 -3.4243
N 1.6717 -0.0727 -0.6757
P 0.3146 -2.2220 1.1255
P 0.3801 2.4621 0.1642
C 2.0774 -2.2289 0.4596
H 2.2766 -3.2404 0.0648
H 2.7402 -2.0758 1.3398
C -1.4183 -0.1474 2.0430
O -2.0235 -0.3291 3.0491
C 1.4769 2.2804 -1.3211
H 1.2680 2.8493 -2.2408
C -1.4799 3.2728 0.2612
C 1.7265 3.7906 0.6813
C -0.5512 -3.4915 0.0096
C 0.5572 -3.1626 2.8132
C -2.5832 2.3403 0.7808
H -2.4425 2.0596 1.8313
H -3.5461 2.8720 0.6979
H -2.6886 1.4398 0.1704
C -1.5121 4.5014 1.1671
H -1.2295 4.2343 2.1942
H -0.8852 5.3299 0.8205
H -2.5523 4.8681 1.2028
C -1.7916 3.5649 -1.1948
H -2.8491 3.8633 -1.3086
H -1.1612 4.3449 -1.6446
H -1.6413 2.6303 -1.7526
C 1.5356 4.3020 2.1111
H 1.0433 3.5700 2.7569
H 2.5185 4.5171 2.5560
H 0.9544 5.2322 2.1506
C 3.1395 3.1939 0.5420
H 3.2410 2.2761 1.1243
H 3.4084 2.9618 -0.4975
H 3.8829 3.9112 0.9156
C 1.6005 4.9455 -0.3389
H 1.7621 4.5765 -1.3777
H 0.6048 5.4553 -0.3019
H 2.3881 5.7179 -0.1208
C -0.7920 -3.7172 3.3043
H -0.6646 -4.0535 4.3470
H -1.5633 -2.9336 3.2974
H -1.1576 -4.5841 2.7418
C 1.0514 -2.2024 3.9038
H 2.0248 -1.7542 3.6649
H 0.3110 -1.4223 4.1246
H 1.1936 -2.7835 4.8296
C 1.6123 -4.2871 2.7371
H 2.5949 -3.9223 2.3974
H 1.7566 -4.6876 3.7565
H 1.3236 -5.1387 2.1080
C -0.1636 -3.1943 -1.4414
H 0.8659 -3.4894 -1.6479
H -0.8043 -3.7719 -2.1238
H -0.2756 -2.1357 -1.6885
C -2.0996 -3.3332 0.1679
H -2.4014 -2.2753 0.3391
H -2.5858 -3.6536 -0.7942
H -2.4946 -3.9528 1.0051
C -0.2377 -4.9679 0.2752
H 0.8279 -5.1815 0.1949
H -0.6121 -5.3369 1.2350
H -0.7325 -5.5694 -0.5027
Re -0.2130 0.0540 0.5844
N -1.5876 -0.2505 -0.7106
C -2.4467 -0.6005 -1.5222
C -2.6131 -0.1745 -3.0472
C -1.7388 0.9680 -3.5947
C -2.1765 -1.3797 -3.8701
C -4.0630 0.2146 -3.3498
H -2.0003 1.9659 -3.2314
H -0.6527 0.8141 -3.4178
H -1.9127 1.0094 -4.6895
H -2.5522 -2.3291 -3.4642
H -2.4843 -1.2872 -4.9250
H -1.0821 -1.4096 -3.8572
H -4.1944 0.4673 -4.4241
H -4.7668 -0.5999 -3.1179
H -4.3817 1.1274 -2.7917
N 1.4078 0.6358 2.3713
H 2.2912 0.1162 2.2965
H 1.0014 0.4039 3.2833
H 1.6602 1.6336 2.4134
*
```